Entry 1:
Molecular formula: C18H20N4O4S2
Method: DFT, ωB97M-V/def2-TZVPD

Last column: natural (NBO) charge in e.
Cartesian coordinates (Å):
C: 1.23667 2.47756 1.41801  -0.643
C: 1.17156 1.17371 0.82338  -0.102
C: 2.31971 0.40229 0.76692  -0.162
C: 2.49178 -0.81645 0.11984  -0.197
C: 1.31439 -1.29150 -0.49660  -0.321
C: 0.26152 -0.76831 -0.30856  -0.199
C: 0.31366 0.52123 0.27442  0.048
C: -1.31450 1.15665 0.19036  0.668
O: -1.43277 2.26606 -0.22930  -0.642
N: -2.25154 0.48212 0.76293  -0.606
H: -2.06491 -0.65309 1.25960  0.429
C: -3.62843 0.83901 0.81500  -0.195
C: -3.72272 1.90121 2.07913  0.121
C: -3.33944 2.95797 2.51151  -0.117
N: -3.66556 3.25900 3.66639  -0.344
C: -3.35033 4.22705 4.72494  0.005
C: -3.85640 4.00443 5.90897  -0.285
S: -4.38936 2.21783 5.93824  0.342
C: -4.24761 2.02848 4.31083  0.090
N: -4.09163 1.07128 3.41402  -0.482
H: -4.01587 4.41350 6.71044  0.193
H: -2.96246 5.05688 4.48934  0.195
H: -2.90033 3.65625 1.86399  0.234
H: -4.15155 0.06370 1.00322  0.207
H: -3.99155 1.51139 -0.02930  0.229
H: -0.78179 -1.28859 -0.60536  0.272
S: 1.52545 -2.93009 -1.13369  2.087
O: 0.02365 -3.68896 -1.27472  -0.900
O: 2.48290 -3.93323 -0.29116  -0.892
N: 2.30739 -2.68677 -2.46175  -0.682
C: 1.32064 -2.14409 -3.46468  -0.257
H: 0.90347 -1.17239 -3.09991  0.234
C: 2.24639 -1.64559 -4.61893  -0.083
H: 1.68841 -1.08899 -5.52185  0.213
O: 2.97079 -2.68176 -5.29116  -0.539
C: 3.66602 -3.54080 -4.19166  -0.064
H: 4.05203 -4.20458 -4.93900  0.238
C: 3.10341 -3.91321 -2.93577  -0.162
H: 3.55148 -4.38358 -2.34608  0.201
H: 2.26039 -4.78817 -3.43666  0.169
H: 4.62498 -2.60598 -3.81544  0.112
H: 3.22725 -1.03086 -4.22665  0.181
H: 0.69276 -2.73794 -3.86826  0.208
H: 3.55856 -1.32527 -0.01052  0.264
H: 3.34760 0.76930 0.92120  0.216
H: 2.13039 2.97229 1.59068  0.231
H: 0.70450 3.26711 0.70402  0.252
H: 0.66102 2.62389 2.32963  0.237

Results
2S+1: 1
F_max in hartree/bohr: 0.3474
Charge: 0
Lowest unoccupied orbital energy in eV: 0.4
ΔE to the lowest compared entry with this formula, charge and spin in eV: 20.080
Frontier orbital gap in Eh: 0.33517

Entry 2:
Molecular formula: C20H38BBrF7NO8
Method: DFT, ωB97M-V/def2-TZVPD

Last column: Mulliken charge in e.
Cartesian coordinates (Å):
N: 5.61752 0.30635 0.67976  -0.445
C: 6.35988 0.82413 -0.53083  -0.717
C: 6.01928 0.01690 -1.86454  0.171
O: 5.86941 -1.41458 -1.61770  -0.538
C: 4.80818 0.61530 -2.73686  -0.617
B: 3.69393 1.43295 -1.90427  -0.260
C: 3.68517 3.07065 -2.07240  -0.423
C: 3.71862 3.84382 -0.68530  0.475
O: 4.80241 4.11195 -0.15475  -0.521
Br: 2.04297 4.45373 0.23127  -0.149
C: 2.53422 0.81698 -0.93506  0.613
F: 1.32775 1.54367 -1.24637  -0.298
F: 2.75577 1.07342 0.45581  -0.295
C: 2.25190 -0.74648 -1.08083  0.726
F: 3.21032 -1.39607 -0.25914  -0.271
F: 2.26377 -1.22524 -2.40115  -0.309
C: 0.82477 -1.21022 -0.46600  0.541
F: -0.26182 -0.80569 -1.24106  -0.226
F: 0.70666 -0.91624 0.89025  -0.223
F: 0.84361 -2.63280 -0.54814  -0.263
H: 6.28805 -0.01813 1.38679  0.271
H: 5.19975 1.15497 1.10501  0.201
H: 6.29105 1.95934 -0.63482  0.170
H: 7.46990 0.60919 -0.30705  0.422
H: 6.95849 0.09389 -2.52928  0.296
H: 5.69947 -1.82206 -2.49673  0.367
H: 5.28698 1.36216 -3.47249  0.235
H: 4.40540 -0.23133 -3.38347  0.353
H: 4.46937 3.41582 -2.81947  0.341
H: 2.65660 3.30066 -2.54417  0.351
C: -2.30591 -9.76338 -0.99274  -0.838
O: -2.78146 -8.43651 -1.09262  -0.281
C: -3.65477 -8.05912 -0.03602  -0.528
C: -3.29963 -6.68406 0.52616  -0.243
O: -2.07449 -6.61413 1.25533  -0.474
C: -0.86117 -6.80619 0.52666  -0.375
C: -0.53351 -5.73000 -0.50549  -0.283
O: -1.42599 -5.78115 -1.61085  -0.310
C: -1.89324 -4.51062 -2.02787  -0.786
H: -3.04909 -10.46579 -1.38634  0.297
H: -1.39552 -9.83844 -1.59488  0.234
H: -2.04316 -10.02146 0.03820  0.399
H: -3.63833 -8.79840 0.77358  0.345
H: -4.66798 -8.02224 -0.44889  0.381
H: -4.07877 -6.41843 1.24799  0.424
H: -3.33553 -5.91322 -0.24287  0.047
H: -0.83044 -7.80457 0.09042  0.097
H: -0.06828 -6.78677 1.28076  0.429
H: 0.47542 -5.90631 -0.89502  0.358
H: -0.55113 -4.74946 -0.02098  0.196
H: -2.09610 -3.85350 -1.17649  0.373
H: -2.83004 -4.65889 -2.56919  0.269
H: -1.16324 -4.04636 -2.69568  0.275
C: -4.60730 5.74328 -0.43601  -0.830
O: -4.23826 5.35010 0.87021  -0.283
C: -3.23951 4.33862 0.90417  -0.557
C: -2.14259 4.66252 1.91621  -0.308
O: -1.29414 5.75966 1.57562  -0.359
C: -1.88243 7.06079 1.55044  -0.308
C: -2.36332 7.59413 2.89772  -0.548
O: -3.50276 6.88323 3.36271  -0.284
C: -3.44648 6.54673 4.73752  -0.833
H: -5.33657 5.04067 -0.85430  0.301
H: -5.06867 6.73309 -0.36943  0.236
H: -3.73596 5.82769 -1.09345  0.387
H: -2.79011 4.19331 -0.08540  0.342
H: -3.73055 3.40622 1.20020  0.384
H: -1.48021 3.79216 1.96600  0.464
H: -2.54500 4.78368 2.92122  0.051
H: -2.66595 7.11229 0.79463  0.080
H: -1.08780 7.72706 1.20039  0.425
H: -2.66110 8.64192 2.77835  0.388
H: -1.54047 7.54747 3.61769  0.340
H: -2.43905 6.24481 5.04032  0.393
H: -4.11543 5.69981 4.90316  0.236
H: -3.78339 7.39270 5.34183  0.298

Results
2S+1: 1
F_max in hartree/bohr: 0.0794
Charge: 0
Lowest unoccupied orbital energy in eV: -0.9
Frontier orbital gap in Eh: 0.29406
SMILES: NC[C@@H](O)CB(CC(=O)Br)C(F)(F)C(F)(F)C(F)(F)F.COCCOCCOC.COCCOCCOC

Entry 3:
Molecular formula: C2H4N2O2
Method: DFT, ωB97M-V/def2-TZVPD

Last column: natural (NBO) charge in e.
Cartesian coordinates (Å):
C: 0.00648 -1.15833 -0.16186  -0.425
C: -0.59648 0.02126 -0.09230  0.231
N: -0.01442 1.32401 -0.03973  -0.852
N: -2.09284 -0.03458 -0.07025  0.510
O: -2.70734 -1.03711 -0.36154  -0.359
O: -2.59797 1.05038 0.12776  -0.383
H: -0.53095 -2.02882 -0.06016  0.227
H: 1.07180 -1.41087 -0.35938  0.215
H: 0.92131 1.29000 -0.39441  0.409
H: -0.50655 1.95753 0.56586  0.427

Results
2S+1: 1
F_max in hartree/bohr: 0.0707
Charge: 0
Lowest unoccupied orbital energy in eV: -0.3
ΔE to the lowest compared entry with this formula, charge and spin in eV: 5.125
Frontier orbital gap in Eh: 0.33256
SMILES: C=C(N)[N+](=O)[O-]

Entry 4:
Molecular formula: C5H8F4N2O
Method: DFT, ωB97M-V/def2-TZVPD

Last column: natural (NBO) charge in e.
Cartesian coordinates (Å):
C: -0.86798 -1.32207 0.01686  -0.443
C: 0.59307 -1.24908 0.39497  -0.050
C: -1.46007 0.02300 0.46875  -0.133
C: 0.60794 0.89151 -0.52912  0.926
C: -2.87904 0.23998 0.01800  0.967
N: -0.75590 1.06932 -0.24128  -0.610
N: 1.22492 1.81063 -1.28574  -0.778
O: 1.11036 -0.32182 -0.52904  -0.472
F: 1.25150 1.33428 1.55030  -0.853
F: -3.25046 1.47225 0.31713  -0.329
F: -2.96292 0.14049 -1.33912  -0.333
F: -3.76887 -0.50610 0.57637  -0.299
H: -0.77194 -1.27373 -1.02897  0.231
H: -1.37778 -2.16392 0.39480  0.238
H: 0.90824 -0.96934 1.31554  0.241
H: 1.11179 -2.25295 0.05015  0.193
H: -1.37167 0.29377 1.56636  0.251
H: -1.02762 2.06211 0.04266  0.435
H: 1.16694 2.64332 -0.77151  0.414
H: 2.13512 1.51297 -1.51118  0.405

Results
2S+1: 1
F_max in hartree/bohr: 0.1054
Charge: 0
Lowest unoccupied orbital energy in eV: 0.7
ΔE to the lowest compared entry with this formula, charge and spin in eV: 1.109
Frontier orbital gap in Eh: 0.37011

Entry 5:
Molecular formula: C4H4N2O
Method: DFT, ωB97M-V/def2-TZVPD

Last column: natural (NBO) charge in e.
Cartesian coordinates (Å):
O: 0.19817 2.52906 0.16038  -0.510
C: 0.15822 1.32426 0.13644  0.648
C: -0.76997 0.56879 -0.80555  -0.693
C: -0.83458 -0.93507 -0.78357  0.179
N: 0.03421 -1.42714 0.10567  -0.623
C: 0.90218 -0.69946 0.95008  0.304
N: 1.01074 0.56642 1.00131  -0.477
H: -1.78861 0.97836 -0.72554  0.286
H: -0.51700 0.85686 -1.83726  0.290
H: 0.08924 -2.43770 0.19211  0.407
H: 1.51740 -1.32438 1.60595  0.189

Results
2S+1: 1
F_max in hartree/bohr: 0.0108
Charge: 0
Lowest unoccupied orbital energy in eV: -0.5
ΔE to the lowest compared entry with this formula, charge and spin in eV: 2.389
Frontier orbital gap in Eh: 0.30520

Entry 6:
Molecular formula: C3H3ClOS
Method: DFT, ωB97M-V/def2-TZVPD

Last column: natural (NBO) charge in e.
Cartesian coordinates (Å):
C: -0.30091 -0.40341 0.53663  -0.414
C: -0.74546 -0.58018 -0.90419  -0.212
C: -1.44802 0.23336 -0.17095  -0.058
O: 2.35377 1.05608 0.65007  -0.688
S: 3.32411 0.48218 -0.29781  0.691
Cl: -2.73605 1.29064 0.00222  0.077
H: -0.48188 -1.19059 1.25725  0.174
H: 0.58601 0.18525 0.75039  0.205
H: -0.55155 -1.07333 -1.82362  0.225

Results
2S+1: 1
F_max in hartree/bohr: 0.0294
Charge: 0
Lowest unoccupied orbital energy (alpha / beta) in eV: -1.7 / -1.7
ΔE to the lowest compared entry with this formula, charge and spin in eV: 4.240
Frontier orbital gap (alpha / beta) in Eh: 0.26879 / 0.27010
SMILES: ClC1=CC1.O=S